# C84H182N10O16

A 11-piece molecular cluster, C84H182N10O16 overall at a distorted geometry (the ωB97M-V functional and the def2-TZVPD basis, the Open Molecules 2025 dataset).

Geometry as XYZ:
```
292
Properties=species:S:1:pos:R:3:forces:R:3
C -8.2342 -0.9096 -5.0101 -0.19 -1.10 1.23
C -6.8206 -0.9118 -5.6127 -0.77 0.27 -0.58
C -6.9196 -0.7841 -7.1421 -0.21 -0.59 -0.38
C -6.1206 0.3837 -5.0960 0.85 -0.60 0.28
C -5.6579 0.2479 -3.6376 -0.12 -1.56 -0.79
C -4.7043 -1.0284 -3.5280 -1.20 3.01 0.39
C -5.2499 -2.3352 -4.0558 -1.15 -0.93 0.21
C -4.0860 -3.2856 -4.3463 -1.25 -1.26 0.38
C -6.1158 -3.0650 -2.8745 0.24 1.02 -0.57
N -6.0544 -2.1791 -5.3037 2.08 3.41 0.40
O -6.5695 -3.3390 -5.8402 -0.57 0.29 0.50
H -8.8823 -0.0506 -5.1838 0.35 0.11 -0.34
H -8.8213 -1.8060 -5.2097 -0.05 -0.12 -0.81
H -8.1489 -1.0339 -3.9306 0.15 0.49 0.32
H -5.9411 -0.9785 -7.5812 0.05 0.31 -0.05
H -7.5991 -1.4951 -7.6120 0.03 -0.51 0.37
H -7.3528 0.1510 -7.4969 0.40 0.44 0.40
H -5.2787 0.6059 -5.7517 0.59 -0.42 0.07
H -6.6917 1.2968 -5.2636 -0.83 -0.35 0.16
H -5.1871 1.1644 -3.2820 0.27 -0.16 -0.03
H -6.5064 0.0524 -2.9818 -0.24 0.21 0.00
H -4.5741 -1.0881 -2.4475 0.54 -0.53 0.04
H -3.7912 -0.6406 -3.9796 0.32 -0.79 -0.23
H -3.5057 -3.4042 -3.4313 0.21 0.06 -0.17
H -3.4697 -3.2225 -5.2432 -0.10 0.91 0.11
H -4.6274 -4.2206 -4.4904 0.44 -0.41 -0.03
H -5.4813 -3.4860 -2.0945 0.26 -0.31 -0.31
H -6.8127 -3.8155 -3.2476 0.42 -0.33 -0.25
H -6.7705 -2.4065 -2.3038 0.04 0.67 -0.24
H -7.3745 -3.3838 -5.3190 -0.72 -1.04 -0.19
C 8.5327 0.4777 10.3050 0.23 0.74 0.45
C 7.7504 -0.5748 9.5333 -0.02 -0.55 -0.98
C 7.7244 -0.2226 8.0350 0.30 1.11 -0.49
C 8.5369 -1.9163 9.6065 -0.90 -1.51 -1.08
C 7.7154 -3.1626 9.1179 -0.09 0.99 0.05
C 6.4081 -3.2465 9.9001 0.51 0.57 -0.57
C 5.5715 -1.9081 9.8488 -0.14 0.01 0.88
C 4.8768 -1.8395 8.4624 -0.34 -0.80 0.62
C 4.5385 -2.0289 11.0220 -0.01 -0.06 -1.30
N 6.4270 -0.7366 10.1558 1.07 -0.61 1.13
O 5.7260 0.5012 10.2377 -0.35 -0.50 -1.23
H 8.5176 0.1771 11.3526 0.32 0.08 0.09
H 9.5471 0.6928 9.9691 0.34 -1.07 -0.12
H 8.2031 1.5155 10.2575 -1.08 -0.15 -0.10
H 7.1167 -0.8190 7.3543 0.00 -0.28 0.42
H 7.4466 0.8160 7.8557 -0.43 0.12 0.27
H 8.7494 -0.2344 7.6645 0.12 -0.26 -0.07
H 9.3151 -1.8755 8.8444 0.56 0.40 0.60
H 8.9236 -2.2097 10.5825 0.11 0.58 0.14
H 7.5228 -3.1419 8.0453 -0.24 0.63 -0.19
H 8.3100 -4.0758 9.1432 0.10 -0.05 0.76
H 6.6495 -3.5315 10.9241 -0.22 0.15 0.15
H 5.8341 -4.0486 9.4361 -0.47 0.03 0.29
H 4.0243 -2.5185 8.4453 -0.29 -0.05 0.38
H 5.5159 -2.3222 7.7230 0.22 0.76 -0.33
H 4.4706 -0.8615 8.2040 0.50 0.08 -0.11
H 4.9794 -2.2373 11.9968 0.30 0.12 -0.19
H 3.9246 -2.8817 10.7322 -0.30 -0.03 0.30
H 3.9055 -1.1442 11.0902 0.01 -0.03 -0.04
H 5.8673 0.8684 11.1134 0.22 -0.41 0.27
C 0.7284 6.7086 -1.7943 -0.12 -0.99 0.79
C -0.7082 6.6652 -2.3268 -0.99 0.73 0.27
C -1.6334 7.6634 -1.4737 0.35 -1.23 -1.37
C -0.6837 7.2028 -3.7566 0.04 0.27 -0.83
C -0.0795 6.2835 -4.8257 0.13 -0.80 0.18
C -0.6783 4.8257 -4.7431 0.68 1.22 -0.01
C -0.9451 4.2573 -3.3253 1.98 0.14 1.50
C -2.0025 3.1701 -3.5138 0.65 0.14 1.40
C 0.3562 3.5928 -2.6180 -0.83 -0.06 -0.89
N -1.4061 5.3504 -2.3727 -0.54 0.19 -1.27
O -1.6524 4.8566 -1.0485 0.48 -0.04 -0.74
H 1.4691 6.5139 -2.5699 0.04 0.29 -0.02
H 0.9365 7.6192 -1.2325 0.05 0.21 -0.42
H 0.8588 5.9121 -1.0618 -0.05 -0.01 0.09
H -1.2916 8.6886 -1.6159 0.20 -0.06 0.27
H -2.6106 7.5944 -1.9516 -0.21 0.06 0.12
H -1.7459 7.3869 -0.4254 0.35 0.09 -0.06
H -1.6487 7.4880 -4.1756 -0.58 -0.28 0.59
H -0.1697 8.1637 -3.7323 0.40 0.00 0.01
H -0.2705 6.7402 -5.7968 -0.46 -0.20 -0.14
H 1.0101 6.2689 -4.8539 0.19 -0.21 0.69
H -0.0447 4.1174 -5.2769 0.36 -0.05 0.18
H -1.5770 4.8035 -5.3596 -0.46 0.14 0.42
H -2.9064 3.6361 -3.9061 -0.18 -0.44 0.15
H -2.0803 2.7034 -2.5318 -0.93 0.13 0.22
H -1.6404 2.3216 -4.0942 0.07 0.44 -0.62
H 0.6415 2.6712 -3.1254 0.18 0.09 -0.47
H 0.1918 3.2376 -1.6007 -0.74 0.33 0.09
H 1.2249 4.2430 -2.5144 -0.17 0.11 -0.53
H -2.5920 5.0445 -0.9908 -0.12 -0.11 0.34
C -2.7030 1.3427 2.9365 0.76 -1.02 1.06
C -3.8647 1.8602 2.2046 -1.60 4.46 -0.96
C -4.3558 3.0940 3.0806 -0.41 -0.46 -0.79
C -3.3345 2.4704 0.8274 -0.73 -0.96 0.27
C -4.4268 3.0195 -0.1276 1.03 -0.44 1.75
C -5.3878 1.8798 -0.4091 -0.66 0.58 1.06
C -6.0403 1.2571 0.9384 1.14 0.18 -0.68
C -7.1649 2.1633 1.4935 -0.43 0.09 -0.34
C -6.5088 -0.1325 0.4880 -0.87 0.20 0.03
N -4.9914 0.9723 1.9961 1.36 -0.38 -2.89
O -5.5273 0.5083 3.1676 -0.92 0.80 0.83
H -2.9604 0.9983 3.9382 -0.37 -0.57 -0.07
H -2.2039 0.5528 2.3751 0.35 -0.03 0.12
H -2.0433 2.1657 3.2113 0.34 0.04 -0.67
H -4.5896 2.6216 4.0347 0.08 0.75 0.35
H -3.6794 3.9487 3.0787 0.61 -0.41 0.58
H -5.2540 3.5690 2.6862 -0.32 -0.46 -0.06
H -2.5676 3.2193 1.0252 -0.02 -0.03 0.24
H -2.8422 1.6247 0.3473 0.25 -0.05 -0.38
H -4.9200 3.8317 0.4064 -0.42 0.01 0.08
H -3.9436 3.5304 -0.9604 -0.17 -0.58 -0.50
H -4.9666 1.0823 -1.0212 0.40 -0.03 0.26
H -6.1857 2.3067 -1.0168 -0.51 -0.33 0.09
H -8.1723 1.9036 1.1680 0.02 -0.58 -0.30
H -7.0948 3.1892 1.1321 0.47 0.16 0.22
H -7.2336 2.1538 2.5813 0.37 -0.02 -0.05
H -7.3111 -0.4724 1.1429 0.31 -0.49 0.27
H -5.6594 -0.8111 0.4087 -0.07 -0.09 0.40
H -6.9642 -0.1386 -0.5023 -0.10 0.42 -0.19
H -5.3959 -0.4426 3.1582 0.31 -0.71 0.42
C 0.4291 -1.7333 -6.3433 0.94 -0.13 1.12
C -0.6894 -1.4566 -7.3600 0.37 0.19 -0.28
C -1.4597 -2.7702 -7.6727 0.83 0.36 0.03
C -1.7332 -0.4725 -6.7375 -0.36 0.88 0.92
C -1.3670 1.0134 -6.6602 0.88 -0.33 -1.85
C -0.9638 1.4289 -8.1434 2.03 -0.85 1.80
C 0.2306 0.5419 -8.7280 -1.36 0.16 -1.06
C 0.1879 0.9372 -10.2653 1.30 -0.91 1.19
C 1.6174 0.9287 -8.1264 -0.99 -0.41 0.08
N -0.1253 -0.9071 -8.6208 -2.09 2.11 0.13
O 0.7984 -1.7070 -9.2847 0.77 -0.55 0.52
H 1.0830 -0.9169 -6.0366 -0.80 0.93 -0.09
H 0.0607 -2.1312 -5.3978 -0.30 -0.15 -0.05
H 1.2731 -2.3672 -6.6150 -0.61 -0.82 -0.86
H -2.3121 -2.6113 -8.3332 -0.10 0.22 0.24
H -0.8061 -3.4805 -8.1791 0.16 -0.12 0.10
H -1.7504 -3.2251 -6.7257 -0.25 -0.07 -0.11
H -2.7519 -0.4638 -7.1252 0.13 -0.79 -0.78
H -1.8863 -0.7389 -5.6917 0.07 -0.69 0.12
H -2.1584 1.6500 -6.2648 -0.38 -0.25 -0.24
H -0.5893 1.0910 -5.9004 0.67 0.42 -0.43
H -0.4731 2.4022 -8.1488 -0.57 0.40 -0.05
H -1.7975 1.3962 -8.8448 -0.10 -0.03 0.32
H -0.7997 0.8042 -10.7071 0.06 0.26 0.16
H 0.8909 0.2911 -10.7910 -0.06 -0.11 -0.13
H 0.6166 1.9357 -10.3502 -0.49 0.23 -0.17
H 1.6444 0.6233 -7.0804 0.19 -0.01 -0.08
H 1.7710 2.0078 -8.1321 -0.01 0.03 -0.26
H 2.4127 0.4286 -8.6791 0.02 0.03 0.08
H 0.2523 -2.3702 -9.7131 -0.01 -0.02 -0.30
C 7.0027 2.1907 -1.3820 -0.61 -0.49 1.16
C 5.5882 2.8190 -1.4751 0.64 0.59 -1.65
C 5.6766 4.2514 -2.1497 -0.25 -1.17 -0.04
C 4.8607 1.8479 -2.4994 -0.77 0.46 0.74
C 3.3347 1.9529 -2.4255 0.14 1.71 0.66
C 2.8558 1.8127 -0.9709 0.71 -0.57 0.10
C 3.4771 2.8435 0.0284 0.20 -0.12 -1.01
C 2.8537 4.1910 -0.1950 -0.06 1.93 -0.47
C 3.0849 2.4104 1.4285 0.39 -0.33 -0.17
N 4.9617 2.8392 -0.1693 -2.82 -3.46 -1.85
O 5.6206 3.5363 0.7367 1.61 2.58 1.82
H 6.8565 1.2111 -0.9269 -0.16 -0.47 -0.31
H 7.4369 2.0450 -2.3711 0.18 0.28 0.17
H 7.6759 2.6076 -0.6329 0.17 0.88 -0.53
H 6.4591 4.2504 -2.9084 0.18 0.04 0.09
H 4.7475 4.3705 -2.7071 -0.11 0.52 0.15
H 5.8455 5.0690 -1.4489 -0.09 -0.16 0.05
H 5.0951 2.1522 -3.5195 0.65 -0.12 0.05
H 5.2176 0.8368 -2.3032 -0.10 -0.10 -0.12
H 3.1409 2.9795 -2.7363 -0.13 0.46 0.17
H 2.7727 1.4741 -3.2273 0.14 -1.02 0.40
H 3.1943 0.8435 -0.6044 0.03 -0.29 0.01
H 1.7753 1.7851 -0.8294 -0.06 0.28 -0.21
H 1.7658 4.2446 -0.1545 -0.09 -0.66 -0.17
H 3.1749 4.6413 -1.1342 -0.18 -0.17 -0.27
H 3.1121 4.9719 0.5202 0.57 -0.25 0.49
H 3.3765 1.3676 1.5535 -0.11 -0.02 0.25
H 2.0005 2.5082 1.4787 -0.04 -0.18 0.24
H 3.5326 3.0319 2.2039 -0.01 -0.04 -0.07
H 6.1091 2.9088 1.2745 0.02 -0.05 0.52
C -0.8299 -4.2115 -3.5343 0.04 -0.72 -0.69
C -0.4854 -5.6756 -4.0207 -0.43 1.07 1.11
C 0.4087 -5.5934 -5.2706 -1.27 -0.34 -0.73
C 0.3697 -6.3437 -2.9058 -1.16 -0.85 0.18
C -0.5155 -6.8060 -1.7031 0.75 0.71 -1.32
C -1.5743 -7.7809 -2.1788 0.20 0.31 -0.09
C -2.5273 -7.2658 -3.3226 1.32 0.73 1.03
C -3.0958 -8.5016 -3.9655 -0.42 -0.97 -0.03
C -3.6106 -6.4319 -2.6278 -0.37 0.23 -1.22
N -1.7545 -6.4709 -4.2810 2.36 -0.33 -0.20
O -2.4564 -6.0237 -5.4232 -0.30 0.48 0.72
H -1.5338 -4.1769 -2.7027 0.19 -0.23 0.20
H 0.0942 -3.7018 -3.2619 0.01 0.05 0.01
H -1.3081 -3.6584 -4.3426 0.06 0.00 -0.11
H 1.4263 -5.2289 -5.1302 -0.06 -0.24 0.49
H 0.3744 -6.5921 -5.7059 0.58 -0.16 0.00
H -0.0202 -4.9657 -6.0516 -0.21 0.23 0.12
H 0.8987 -7.1967 -3.3309 -0.26 -0.43 -0.14
H 1.2035 -5.7274 -2.5696 -0.35 0.59 -0.02
H 0.1648 -7.2597 -0.9824 -0.37 0.09 0.30
H -0.9844 -5.9118 -1.2925 0.12 -0.04 0.41
H -2.2360 -8.0175 -1.3455 -0.08 -0.12 0.06
H -1.0527 -8.7075 -2.4188 -0.14 -0.13 -0.50
H -2.4971 -8.9506 -4.7580 0.42 0.33 0.02
H -4.1063 -8.4377 -4.3691 -0.12 0.31 0.19
H -3.0685 -9.2264 -3.1518 -0.59 -0.38 -0.20
H -4.3354 -7.0229 -2.0680 0.25 -0.07 0.27
H -4.1647 -5.9692 -3.4445 -0.20 0.18 0.11
H -3.1730 -5.6226 -2.0432 -0.04 -0.23 0.17
H -2.4815 -6.7702 -6.0264 0.20 -0.22 -0.12
C -3.2467 -3.5587 0.1383 0.72 -0.57 -0.45
O -3.6332 -3.5813 1.4887 -0.26 2.28 0.85
C -3.0465 -2.3914 2.1879 -0.11 -1.71 0.65
C -3.4145 -2.3453 3.6994 0.83 -0.31 -1.62
N -4.7987 -2.0870 4.0000 -0.22 0.08 -0.74
C -5.0986 -2.4478 5.3621 -0.25 -0.49 0.64
C -4.2408 -1.7723 6.4440 -2.44 0.91 -1.55
O -3.1273 -2.5031 6.6769 2.44 -1.32 0.56
C -2.2491 -1.8803 7.5988 -0.45 0.70 0.53
H -3.5191 -2.6892 -0.4598 -0.24 0.55 0.39
H -3.6365 -4.4087 -0.4219 -0.32 -0.21 0.52
H -2.1625 -3.6609 0.0923 0.38 0.11 -0.17
H -3.1993 -1.4255 1.7063 -0.65 -0.15 -0.40
H -1.9727 -2.5777 2.1734 0.26 0.11 -0.07
H -2.7776 -1.5567 4.1001 -0.02 0.09 0.19
H -3.0995 -3.2850 4.1533 0.21 -0.24 0.06
H -5.3271 -2.7538 3.4557 -0.20 0.01 -0.49
H -4.9898 -3.5271 5.4696 0.40 -0.37 0.32
H -6.1686 -2.3210 5.5268 0.01 0.60 0.16
H -4.9452 -1.6532 7.2672 0.41 -0.03 0.82
H -3.9738 -0.7747 6.0952 -0.05 0.42 -0.03
H -2.0540 -0.8369 7.3510 -0.27 0.29 -0.33
H -1.2438 -2.2881 7.7046 -0.38 -0.85 -0.41
H -2.7497 -1.8768 8.5670 0.20 -0.01 0.33
C 3.3840 -1.6653 5.3118 -0.04 0.12 -0.08
O 2.1893 -1.2696 4.6930 -1.24 0.90 -1.52
C 2.2706 -0.9190 3.2514 -0.41 -1.00 0.29
C 0.8814 -0.5905 2.5425 0.74 0.85 1.67
N 0.9486 -0.5310 1.1044 0.73 -1.21 -0.52
C 0.7462 -1.8061 0.3483 -0.82 1.29 0.00
C 0.2560 -1.4447 -1.0469 0.91 -0.40 -0.15
O -0.8636 -0.6322 -0.9590 -0.59 -0.78 0.75
C -1.4793 -0.3613 -2.2012 0.10 0.74 1.33
H 3.1399 -2.1266 6.2687 -0.26 -0.39 -0.22
H 4.0260 -0.8420 5.6251 0.20 0.40 -0.50
H 3.9178 -2.3505 4.6533 0.36 -0.18 0.14
H 2.7143 -1.7844 2.7592 0.11 -0.22 -0.20
H 2.9482 -0.0828 3.0789 -0.06 0.15 0.26
H 0.6422 0.4067 2.9121 0.03 0.34 -0.22
H 0.0375 -1.1427 2.9560 0.06 -0.91 -0.01
H 0.2484 0.0986 0.7392 -0.02 0.21 0.20
H -0.0924 -2.3534 0.7787 0.05 -0.45 0.37
H 1.6116 -2.4595 0.2378 0.18 0.19 0.38
H 0.0370 -2.3675 -1.5840 -0.13 -0.19 -0.04
H 1.0144 -0.9171 -1.6253 0.49 0.11 -0.08
H -2.4188 0.0389 -1.8200 -0.22 0.44 -0.94
H -1.6739 -1.2194 -2.8445 0.25 -0.25 0.07
H -0.8117 0.3793 -2.6416 -0.48 0.19 -0.86
C 6.3298 0.7311 2.7837 -0.41 0.62 -0.15
O 6.3129 2.1269 3.0653 0.06 0.33 0.84
C 5.8371 2.5763 4.3487 -0.35 0.71 -0.27
C 5.9199 4.1255 4.4723 -0.07 -0.50 1.28
N 4.8360 4.9331 3.9329 0.23 -1.92 -0.86
C 5.0989 6.3583 3.8710 -0.62 -0.35 0.19
C 3.7227 7.0320 3.7681 0.49 0.62 0.70
O 3.7895 8.4445 3.5837 0.88 0.41 0.43
C 3.7871 9.1938 4.8372 -1.70 -0.76 -1.13
H 6.8798 0.6528 1.8459 0.39 -0.26 0.26
H 5.3366 0.3577 2.5342 -0.33 -0.02 0.32
H 6.7513 0.1516 3.6050 0.22 -0.06 -0.09
H 6.3794 2.2233 5.2258 0.97 -0.45 -0.40
H 4.8470 2.1852 4.5832 -0.56 0.22 -0.55
H 6.8993 4.4493 4.1203 0.31 -0.06 -0.12
H 5.8805 4.2790 5.5507 0.38 0.11 0.26
H 4.8020 4.5029 3.0198 -0.80 0.71 -0.83
H 5.7039 6.6538 3.0139 0.27 0.11 0.01
H 5.6137 6.5686 4.8085 0.06 0.58 -0.04
H 3.1517 6.8516 4.6789 -0.08 -0.37 0.10
H 3.1955 6.5504 2.9446 -0.10 0.37 -0.20
H 2.7507 9.0831 5.1562 -0.09 0.03 0.70
H 3.8747 10.2615 4.6360 0.61 -0.23 -0.23
H 4.4367 8.8340 5.6352 0.37 -0.04 -0.34
O 0.7393 -5.5498 1.0449 -0.53 1.95 5.45
C 0.7061 -5.1261 2.2410 2.25 -1.50 -4.06
O 1.8080 -5.2105 3.1023 -0.81 -0.98 -2.80
C 1.4285 -4.7785 4.3441 0.15 0.01 2.46
C 0.1093 -4.1082 4.1461 -0.58 1.51 1.87
O -0.2547 -4.4680 2.8660 -1.08 -0.28 -2.32
H 1.2420 -5.5889 5.0488 0.59 -0.48 -0.09
H 2.2124 -4.1331 4.7404 -0.20 0.08 0.07
H 0.1973 -3.0346 4.3125 -0.03 0.27 -0.73
H -0.7023 -4.3991 4.8131 0.22 -0.43 0.14
```
Forces are in eV/Å.

Output
Structure (SMILES)   CC1(C)CCCC(C)(C)N1O.CC1(C)CCCC(C)(C)N1O.CC1(C)CCCC(C)(C)N1O.CC1(C)CCCC(C)(C)N1O.CC1(C)CCCC(C)(C)N1O.CC1(C)CCCC(C)(C)N1O.CC1(C)CCCC(C)(C)N1O.COCCNCCOC.COCCNCCOC.COCCNCCOC.O=C1OCCO1
Kohn-Sham gap   7.98 eV
E_tot   -137703.03164 eV
Multiplicity   1
Charge   0
LUMO energy   0.0110 hartree
HOMO energy   -7.68 eV